Here is C29H41AlCl3F2LiNNaO17S2 as an isolated structure at a distorted geometry from OMol25. Energies are from the ωB97M-V functional and the def2-TZVPD basis.

Spin multiplicity: 1
E_tot: -5251.80750 a.u.
E_LUMO: -4.49 eV
HOMO: -5.633 eV

```
98
Properties=species:S:1:pos:R:3:forces:R:3
C 0.4347 4.2825 2.5802 0.49 -0.96 0.17
O 0.5759 3.9426 1.1942 -0.83 0.34 0.39
C -0.6822 3.9625 0.4930 -0.67 -0.73 0.09
C -1.7303 2.8534 1.0307 1.44 -0.55 -0.96
C -1.1076 1.4184 0.6190 -0.38 0.41 -0.25
C -2.0018 0.1938 1.1259 -0.45 0.25 1.05
C -1.4392 -0.5810 2.4074 0.21 0.05 -0.16
C 0.0805 -1.0698 2.2924 -0.18 -0.76 0.32
C 0.2680 -2.6312 1.8928 0.83 0.48 0.79
C 1.5848 -2.8107 0.9853 -0.40 -0.43 -0.11
C 1.3356 -2.7888 -0.5827 -1.88 0.47 -0.65
C 0.0582 -2.7203 -1.1715 1.39 0.47 -0.32
C -0.1090 -2.7070 -2.7581 -0.44 -0.46 -0.22
O -1.1156 -3.1509 -3.3272 2.64 1.59 1.50
C 1.1051 -2.0262 -3.5432 1.68 -0.31 1.03
O 0.7876 -1.3668 -4.7554 -0.02 -1.79 1.74
C 2.4219 -2.0716 -3.0111 -2.40 0.30 -0.47
C 3.6180 -1.3620 -3.7619 -0.29 -0.27 -0.17
C 4.7354 -2.3566 -4.3337 0.90 0.92 -0.83
C 6.1655 -1.7375 -3.9174 -1.35 0.47 0.71
Cl 7.5073 -2.1745 -5.1073 -0.85 2.98 0.17
C 2.5607 -2.8460 -1.6234 1.25 -0.76 0.60
O 3.5553 -3.5072 -1.2903 -2.53 2.10 -1.17
H -0.6023 4.7557 2.7183 1.82 -0.07 -0.32
H 0.4758 3.3218 3.2107 -0.15 1.43 -0.63
H 1.2690 4.9852 2.9097 -1.27 -0.81 -0.48
H -1.1257 5.0072 0.5732 0.42 -1.15 -0.35
H -0.4372 3.6759 -0.5899 -0.39 0.79 1.51
H -2.7357 3.0130 0.5352 1.04 -0.18 0.98
H -1.7764 2.8142 2.1734 -0.28 0.16 -1.46
H -1.0514 1.4124 -0.5327 -0.01 0.14 1.21
H -0.0394 1.4298 0.9971 -1.25 -0.36 -0.40
H -3.0125 0.6434 1.4381 1.24 -0.87 -0.77
H -2.2659 -0.5851 0.3061 -0.56 1.27 1.55
H -2.1475 -1.4587 2.6223 1.11 1.20 -0.28
H -1.5280 0.1067 3.3081 0.16 -0.77 -1.13
H 0.7246 -0.4693 1.5735 -0.98 -0.35 0.62
H 0.5455 -0.9152 3.3323 -0.61 -0.17 -1.37
H -0.6646 -3.1239 1.4760 1.10 0.59 0.29
H 0.4952 -3.1759 2.8770 -0.44 0.67 -1.48
H 2.0828 -3.7894 1.2995 -0.48 1.23 -0.87
H 2.3168 -1.9817 1.2595 -0.80 -1.06 -0.49
H -0.9233 -2.6516 -0.5736 1.58 -1.29 -0.73
H 0.2385 -2.0091 -5.2728 0.17 0.81 0.11
H 3.1993 -0.7845 -4.6581 0.34 -0.89 1.43
H 4.1062 -0.5751 -3.0976 -0.73 -1.15 -0.52
H 4.7084 -2.2956 -5.4777 -0.15 -0.30 1.63
H 4.6129 -3.4368 -4.0223 0.25 1.40 -0.20
H 6.1149 -0.5931 -3.8913 0.14 -1.72 -0.32
H 6.4269 -2.0973 -2.8754 0.10 0.35 -1.43
C -1.9459 -0.1299 -6.5969 0.77 -0.34 -0.60
C -3.0788 0.2250 -5.9413 -1.19 0.09 0.00
C -4.3528 0.0211 -6.7581 -0.63 -0.41 -1.38
O -5.4793 0.2125 -6.3220 0.48 0.18 0.57
C -4.2176 -0.4257 -8.1533 -1.61 0.57 1.09
C -3.0692 -0.7712 -8.8185 1.76 -0.61 -1.32
C -1.8096 -0.6664 -7.9604 0.85 0.28 1.13
O -0.6923 -0.9969 -8.3365 -0.41 -0.10 -0.29
O -2.9527 -1.1513 -10.0035 -0.32 0.31 0.91
O -3.1832 0.6867 -4.7606 0.87 0.02 0.62
H -0.9947 -0.0279 -6.0870 0.38 0.02 0.02
H -5.1638 -0.4772 -8.6792 0.03 -0.05 -0.02
C -1.1680 2.0682 7.5594 -0.33 -0.49 -0.15
C 0.3220 2.3081 7.6863 0.17 0.24 0.28
C 0.6638 2.9013 6.3350 0.83 -0.51 -0.42
O -0.5054 3.6074 5.8850 -0.74 0.43 -0.44
C -1.6141 3.2579 6.7309 -0.10 0.27 0.32
H -1.6859 1.9999 8.5169 0.01 0.08 -0.08
H -1.3456 1.1408 7.0061 0.05 0.06 0.05
H 0.5138 3.0425 8.4760 0.02 -0.05 -0.04
H 0.8937 1.4073 7.9113 -0.04 0.04 -0.18
H 0.8826 2.1201 5.6003 0.04 -0.12 0.19
H 1.5141 3.5856 6.3814 -0.17 0.12 -0.04
H -1.8399 4.1244 7.3626 -0.08 -0.04 0.01
H -2.4938 3.0346 6.1178 -0.01 -0.03 -0.06
Al -2.2671 4.6881 3.7550 -0.81 -0.33 0.86
Cl 7.5423 -4.2831 -4.0711 0.51 -3.33 0.08
O 10.3904 -5.5744 -5.6974 0.37 -0.07 0.09
H 11.3559 -5.4243 -5.7827 -0.25 -0.06 0.04
H 9.9963 -5.0087 -4.9863 -0.66 -0.07 0.03
H 10.1832 -6.5277 -5.5520 -0.43 0.23 0.04
C 1.4626 -1.0191 5.8834 0.76 0.89 -0.22
O 2.6735 -0.7175 6.0601 -0.57 0.51 -0.47
O 1.1384 -2.1976 6.4939 0.20 -0.51 0.30
O 0.5568 -0.4249 5.2604 -0.08 0.16 -0.13
H 2.0440 -2.3241 6.8370 -0.47 -0.77 0.34
Li -1.1310 -0.9265 -0.6785 0.80 0.38 -0.10
Cl 7.0427 -6.5932 -4.9862 0.58 0.16 0.48
N -6.9412 2.3079 3.1454 1.14 0.13 -0.60
S -8.3853 2.7671 2.6988 -4.61 0.83 -0.16
O -8.9578 2.1011 1.5552 1.33 0.32 0.60
O -8.7122 4.1627 2.8598 1.21 -0.81 -0.15
F -9.2343 2.1183 3.8846 0.94 -0.18 0.13
S -5.8446 2.7437 2.1161 1.11 0.24 -1.39
O -4.5669 2.0765 2.3098 -0.55 0.19 0.84
O -5.7384 4.1461 1.7838 -0.11 -0.66 0.65
F -6.3224 2.0956 0.7456 0.08 0.04 0.23
Na -1.0980 0.7488 -3.8421 -0.66 0.02 -1.00
```
Forces are in eV/Å.

Here is C34H38CoN10O3 as an isolated structure from OMol25. Energies are from the ωB97M-V functional and the def2-TZVPD basis.

Energy relative to the best compared isomer or geometry (same formula, charge and spin): 0.000 eV
Total charge: +2
Expectation value of S²: 0.76
Spin multiplicity: 2
E_tot: -3474.05920 a.u.
E_LUMO (alpha / beta): -5.72 / -5.01 eV
HOMO (alpha / beta): -13.186 / -13.186 eV

```
86
Properties=species:S:1:pos:R:3:forces:R:3
Co 1.1863 1.0609 1.3392 -0.05 -0.07 -0.81
C -1.0392 3.3809 -3.0494 0.01 0.03 0.01
N -0.7818 3.1815 -1.6202 0.07 -0.05 0.11
C 0.2849 2.6244 -1.0581 -0.02 -0.03 -0.02
N 0.0335 2.3902 0.2253 0.11 -0.10 0.57
C -1.2321 2.8656 0.3962 -0.03 -0.08 -0.10
N -1.7571 3.3376 -0.7057 -0.10 0.03 -0.01
C -1.6882 2.1480 -3.6369 -0.02 0.07 -0.04
C -2.9589 2.2266 -4.1887 0.01 -0.01 -0.01
C -3.5618 1.0918 -4.7223 0.04 0.00 0.01
C -2.9154 -0.1292 -4.6713 0.01 0.03 0.00
C -1.6454 -0.2186 -4.0959 -0.04 0.01 -0.05
C -1.0255 0.9241 -3.6083 -0.02 0.00 0.02
C -1.0274 -1.5372 -3.9793 0.04 -0.04 0.01
N -1.5026 -2.6535 -4.4034 -0.03 0.06 0.02
N -0.6138 -3.6352 -4.0137 0.05 -0.05 0.02
C 0.3377 -3.0458 -3.3799 -0.05 0.08 -0.03
O 0.1485 -1.6943 -3.3094 -0.02 -0.05 -0.02
C 1.5035 -3.6633 -2.7540 0.04 -0.04 0.02
C 1.6786 -5.0420 -2.8828 0.00 0.01 0.02
C 2.7638 -5.6520 -2.2829 0.00 0.02 0.00
C 3.6736 -4.8999 -1.5494 -0.01 0.01 0.01
C 3.5076 -3.5287 -1.4238 0.04 -0.01 -0.02
C 4.5143 -2.7135 -0.6446 0.04 0.03 0.01
N 3.8519 -1.8852 0.3621 -0.06 0.15 0.03
C 3.3531 -0.6676 0.2072 -0.08 -0.03 -0.06
N 2.6390 -0.3424 1.2807 -0.10 0.13 0.24
C 2.7569 -1.4393 2.0832 -0.02 -0.02 -0.05
N 3.4777 -2.3893 1.5519 0.01 -0.12 0.05
C 2.4207 -2.9113 -2.0325 0.00 -0.03 -0.01
H -0.0794 3.6114 -3.5128 -0.02 -0.05 -0.04
H -1.6796 4.2549 -3.1398 -0.01 -0.03 0.00
H 1.1943 2.4026 -1.5917 0.04 0.00 0.02
H -1.7614 2.8445 1.3345 0.01 0.01 0.02
H -3.4788 3.1759 -4.2111 -0.01 0.01 0.00
H -4.5441 1.1630 -5.1684 -0.01 0.00 0.00
H -3.3816 -1.0239 -5.0606 0.01 -0.01 -0.01
H -0.0221 0.8448 -3.2035 0.02 0.00 0.00
H 0.9604 -5.6173 -3.4500 -0.01 0.00 -0.01
H 2.9031 -6.7194 -2.3803 0.00 -0.01 0.00
H 4.5142 -5.3875 -1.0722 0.01 0.00 0.00
H 5.0750 -2.0333 -1.2876 -0.01 -0.04 -0.03
H 5.2249 -3.3469 -0.1192 -0.03 -0.02 -0.02
H 3.5050 -0.0715 -0.6780 0.01 0.04 0.01
H 2.2980 -1.5202 3.0533 0.01 0.01 0.02
H 2.2727 -1.8412 -1.9498 0.00 0.01 -0.01
O 2.6029 2.4125 1.3031 0.10 -0.05 -0.24
C 2.5523 3.8106 1.7349 0.00 -0.17 0.10
C 1.5738 3.9016 2.8815 -0.02 0.00 -0.09
C 2.0097 2.9957 4.0445 0.03 -0.10 -0.08
C 1.0236 1.9153 4.3966 0.03 0.00 0.01
C 0.5157 1.8539 5.6868 0.00 -0.06 0.01
C -0.3307 0.8231 6.0553 0.02 0.03 -0.03
C -0.6408 -0.1369 5.1080 0.02 0.00 -0.01
C -0.1149 -0.0012 3.8391 -0.06 -0.12 -0.12
N 0.6913 1.0015 3.4584 -0.03 0.30 0.15
H 3.4968 2.0582 1.3324 0.02 0.03 0.15
H 2.2786 4.4083 0.8683 -0.08 0.03 0.03
H 3.5610 4.0732 2.0517 -0.02 0.10 -0.03
H 0.5858 3.6056 2.5232 0.01 0.03 0.00
H 1.4798 4.9416 3.1939 0.09 0.01 0.02
H 2.2306 3.5835 4.9324 -0.08 0.00 0.02
H 2.9444 2.4899 3.7847 0.03 0.04 0.03
H 0.8026 2.6138 6.3996 0.00 0.01 0.01
H -0.7266 0.7660 7.0599 -0.01 0.00 0.01
H -1.2772 -0.9789 5.3386 -0.01 -0.01 0.01
H -0.3340 -0.7315 3.0730 -0.02 0.03 0.06
O -0.0429 -0.4170 0.9071 0.25 0.06 0.22
C -1.1738 -0.7582 0.4772 -0.08 0.09 -0.16
C -1.9051 -1.9083 1.1149 0.05 -0.11 -0.02
C -3.2969 -1.5473 1.7042 -0.01 -0.04 -0.01
C -3.7437 -0.1050 1.4682 0.02 0.05 0.06
C -4.1157 0.1869 0.0149 -0.07 -0.01 -0.06
C -3.1291 -0.4268 -0.9731 0.05 -0.03 -0.02
N -1.7462 -0.1728 -0.5623 0.04 -0.01 0.06
H -1.2467 -2.3231 1.8758 -0.02 0.03 -0.01
H -2.0020 -2.6837 0.3498 -0.02 0.02 -0.01
H -3.2742 -1.7452 2.7752 0.01 0.03 0.00
H -4.0424 -2.2263 1.2878 -0.01 0.00 0.02
H -2.9502 0.5788 1.7959 0.02 -0.02 0.00
H -4.5956 0.1185 2.1103 -0.02 -0.02 -0.02
H -4.1769 1.2653 -0.1474 0.01 0.00 0.01
H -5.1053 -0.2171 -0.2078 0.00 -0.02 0.01
H -3.2480 -0.0120 -1.9712 -0.04 0.03 0.01
H -3.2669 -1.5057 -1.0640 -0.03 0.02 0.03
H -1.2460 0.5744 -1.0180 0.02 0.00 -0.02
```
Forces are in eV/Å.

Here is C20H40AlCaCl4F4N2O13S3 as an isolated structure at a distorted geometry from OMol25. Energies are from the ωB97M-V functional and the def2-TZVPD basis.

Total charge: +1
Spin multiplicity: 1
E_tot: -6227.40748 a.u.
E_LUMO: -6.86 eV
HOMO: -8.331 eV

```
88
Properties=species:S:1:pos:R:3:forces:R:3
C 4.4377 -2.6181 2.6537 -0.86 -0.33 -0.11
C 3.3186 -1.7514 2.1585 0.95 0.58 -0.39
O 2.5474 -1.1234 3.1880 0.04 0.16 -0.04
C 1.6546 -1.9650 3.7779 -0.54 -0.45 0.74
C 0.4304 -1.9872 2.8499 1.35 1.51 0.03
O -0.6813 -2.6150 3.4949 -1.22 0.27 0.26
C -1.3591 -3.3236 2.6745 3.62 -1.51 0.09
F -1.4451 -4.5563 3.0633 -1.90 -0.72 0.54
H 4.0749 -3.5583 3.0535 0.05 -0.26 0.35
H 5.0432 -2.8487 1.7913 0.38 0.01 -0.10
H 5.0099 -2.0712 3.3814 0.36 0.05 0.23
H 2.6828 -2.2858 1.4546 -0.29 -0.17 -0.15
H 3.7796 -0.9419 1.6133 -0.11 0.33 -0.22
H 1.3485 -1.5959 4.7478 -0.08 0.38 0.26
H 2.0167 -2.9721 3.9522 0.26 -0.36 -0.16
H 0.7506 -2.5034 1.9533 -0.39 -0.26 -0.24
H 0.2249 -0.9458 2.6405 -0.35 0.18 0.00
H -0.9195 -3.3409 1.6717 -1.31 0.56 -0.84
C -5.2858 0.7358 -4.6869 0.01 -0.04 0.12
C -5.4078 -0.0144 -3.3635 0.05 -0.02 -0.17
C -4.2137 0.1763 -2.4232 -0.35 -0.01 -0.12
C -2.8451 -0.2503 -2.9360 0.02 0.53 0.41
N -2.4173 -1.7134 -2.8101 0.25 -0.36 -0.51
C -3.2703 -2.6439 -1.9716 0.03 -0.08 -0.07
C -4.2885 -3.3130 -2.8875 -0.09 0.11 0.33
C -3.7937 -3.0709 -4.3173 0.17 0.29 -0.13
C -2.4485 -2.3735 -4.1906 -0.06 -0.23 0.05
C -0.9819 -1.7556 -2.3057 0.16 -0.09 0.23
C -0.7815 -1.5297 -0.8120 0.03 0.46 0.24
C -1.0280 -0.1323 -0.2310 -0.09 -0.10 -0.07
H -4.3825 0.4661 -5.2390 -0.02 0.02 -0.04
H -6.1331 0.4981 -5.3275 -0.01 0.04 -0.03
H -5.2781 1.8150 -4.5255 0.04 0.00 -0.04
H -5.5798 -1.0711 -3.5726 -0.04 -0.01 0.05
H -6.3041 0.3328 -2.8477 0.00 -0.05 0.06
H -4.4298 -0.2660 -1.4485 0.07 -0.02 0.01
H -4.1381 1.2509 -2.2258 0.15 -0.02 -0.04
H -2.0980 0.3264 -2.4004 0.04 -0.18 0.15
H -2.7014 0.0400 -3.9732 -0.16 -0.19 -0.09
H -2.6042 -3.4138 -1.5899 0.16 0.11 0.01
H -3.6971 -2.1142 -1.1277 -0.01 0.05 -0.01
H -5.2991 -2.9208 -2.7307 0.07 0.07 0.04
H -4.3560 -4.3810 -2.6669 0.12 0.04 0.16
H -4.5071 -2.4563 -4.8906 0.18 0.12 0.06
H -3.6893 -4.0137 -4.8740 0.36 0.18 0.00
H -2.2804 -1.6288 -4.9609 0.10 0.04 0.04
H -1.6424 -3.1012 -4.2304 0.04 0.02 0.08
H -0.4117 -1.0474 -2.9062 -0.01 0.03 0.00
H -0.6178 -2.7556 -2.5331 0.00 -0.01 -0.07
H 0.2664 -1.7633 -0.6104 0.05 -0.10 -0.22
H -1.3601 -2.2539 -0.2382 -0.05 -0.10 -0.08
H -0.4910 0.6292 -0.8021 0.00 -0.02 0.03
H -0.6440 -0.1034 0.7879 0.03 0.06 -0.04
H -2.0887 0.1262 -0.1768 0.00 0.02 -0.08
Ca -6.0890 -4.3542 -4.8567 -1.09 -0.57 -0.47
N 7.8667 -2.9943 2.9879 0.14 -0.18 0.13
O 7.3054 -2.1217 2.3199 0.05 0.11 -0.06
O 8.9636 -2.7716 3.4898 0.11 0.09 0.04
O 7.3166 -4.0891 3.1503 -0.13 -0.02 -0.04
C 6.9304 0.7751 0.3632 0.55 0.02 0.49
F 7.2853 1.9896 -0.0735 -0.18 -0.09 -0.18
F 8.0506 0.0341 0.4135 -0.49 0.06 -0.20
F 6.4790 0.9116 1.6198 -0.01 -0.17 -0.12
S 5.6244 0.0186 -0.6933 0.18 -0.14 -0.13
O 6.2268 -0.0636 -1.9974 0.06 0.07 -0.22
O 4.5241 0.9665 -0.5966 -0.29 0.19 0.13
O 5.3576 -1.2577 -0.0619 -0.13 0.00 0.09
C -1.9412 3.5405 -0.3155 -0.01 -0.21 0.19
S -0.7289 3.7653 1.0306 0.95 -1.04 -0.25
O -1.3665 4.6591 2.0960 -0.37 1.09 -1.45
C 0.4483 4.8209 0.1286 0.11 -0.15 0.18
H -2.7559 2.9316 0.0726 0.03 0.02 0.11
H -2.3505 4.4816 -0.6774 -0.08 -0.10 -0.24
H -1.4505 3.0221 -1.1385 0.13 0.02 0.06
H -0.0305 5.7615 -0.2051 0.77 -0.51 -0.38
H 0.8339 4.2669 -0.7269 -0.01 0.01 -0.03
H 1.2677 5.0726 0.8018 0.13 -0.14 0.20
C -1.9909 6.7232 5.5151 -0.01 0.04 0.16
Cl -3.2012 7.9264 5.9472 -0.01 0.00 -0.04
Cl -0.9859 6.3584 6.9091 0.00 0.00 -0.07
Cl -2.7966 5.2484 4.9607 -0.02 0.00 -0.03
Cl -0.9671 7.3681 4.2101 0.02 0.00 -0.08
Al -1.7521 6.2368 0.6450 -1.15 1.04 1.86
O 4.7699 3.6344 3.9362 0.32 -0.34 0.23
S 4.4468 3.4945 2.5199 -0.59 0.37 -0.70
O 5.6866 3.5810 1.7519 0.36 0.13 0.23
O 3.5510 4.5585 2.0725 -0.45 0.20 -0.26
O 3.7868 2.2000 2.3264 -0.09 -0.31 0.34
```
Forces are in eV/Å.

The highest E_tot belongs to which entry?
C34H38CoN10O3